[1]
A structure of composition C45H52BrIrN2O3P2S3, computed with wB97M-V/def2-TZVPD.

Each line ends with the Mulliken charge.
Cartesian coordinates (Å):
Ir1 -0.208 0.461 0.224  1.98
C1 -4.352 1.450 0.605  -1.76
C2 -3.900 -0.012 0.585  0.47
C3 -3.794 -0.551 -0.840  -0.94
P1 -2.276 -0.151 1.425  0.46
C4 -2.546 0.368 3.175  0.67
C5 -3.779 -0.293 3.786  -1.49
C6 -1.301 0.076 4.012  -1.37
C7 -1.826 -1.901 1.488  -0.58
C8 -2.726 -2.961 1.438  -0.08
C9 -2.290 -4.278 1.432  0.65
C10 -3.259 -5.428 1.373  -1.95
C11 -0.912 -4.499 1.469  -1.05
C12 0.000 -3.462 1.515  -0.12
C13 -0.439 -2.132 1.531  -0.62
N1 0.400 -1.026 1.494  0.94
C14 1.585 -0.934 2.166  0.68
C15 1.983 -1.809 3.201  -0.43
C16 3.170 -1.617 3.870  -1.18
C17 4.037 -0.561 3.568  0.39
C18 5.328 -0.371 4.318  -1.73
C19 3.640 0.308 2.571  -0.72
C20 2.437 0.148 1.875  -0.59
P2 1.839 1.305 0.628  0.96
C21 1.703 2.968 1.384  0.99
C22 3.021 3.580 1.857  -1.51
C23 0.681 2.948 2.519  -1.57
C24 3.030 1.371 -0.767  2.58
C25 4.499 1.131 -0.422  -1.79
C26 2.846 2.653 -1.580  -1.50
H1 -5.324 1.541 0.117  0.51
H2 -3.640 2.073 0.063  0.17
H3 -4.450 1.840 1.620  0.38
H4 -4.623 -0.619 1.139  0.74
H5 -2.976 -0.070 -1.381  -0.51
H6 -4.724 -0.361 -1.381  0.66
H7 -3.605 -1.621 -0.854  0.12
H8 -2.696 1.451 3.129  0.70
H9 -3.684 -1.381 3.760  0.23
H10 -4.700 -0.014 3.274  0.34
H11 -3.877 0.005 4.832  0.49
H12 -1.139 -1.001 4.095  0.22
H13 -1.436 0.475 5.019  0.60
H14 -0.402 0.514 3.583  -0.04
H15 -3.791 -2.759 1.384  0.26
H16 -4.267 -5.080 1.148  0.36
H17 -3.296 -5.964 2.323  0.40
H18 -2.970 -6.146 0.604  0.41
H19 -0.542 -5.518 1.428  0.38
H20 1.060 -3.672 1.480  0.49
H21 1.339 -2.626 3.491  0.54
H22 3.437 -2.308 4.663  0.40
H23 5.901 -1.299 4.363  0.36
H24 5.149 -0.049 5.346  0.32
H25 5.951 0.383 3.839  0.39
H26 4.293 1.132 2.317  0.23
H27 1.295 3.566 0.568  0.33
H28 3.418 3.060 2.729  0.28
H29 2.836 4.615 2.155  0.45
H30 3.784 3.595 1.079  0.32
H31 1.031 2.335 3.354  0.21
H32 -0.285 2.562 2.187  0.15
H33 0.522 3.965 2.884  0.63
H34 2.697 0.526 -1.369  -1.39
H35 4.913 1.916 0.214  0.24
H36 5.070 1.133 -1.354  0.51
H37 4.658 0.171 0.065  0.41
H38 3.319 3.506 -1.087  0.34
H39 1.795 2.900 -1.738  0.24
H40 3.317 2.527 -2.556  0.40
Br1 -5.273 2.217 -4.560  -0.17
C27 -3.981 3.291 -3.691  -0.43
C28 -3.968 4.662 -3.900  -0.17
N2 -3.082 5.463 -3.316  -0.65
C29 -2.182 4.911 -2.506  -0.43
C30 -2.127 3.549 -2.234  0.03
C31 -3.052 2.716 -2.847  0.48
C32 -1.074 3.012 -1.300  -0.36
O1 -0.131 3.721 -0.978  -0.73
O2 -1.286 1.796 -0.933  0.35
H41 -4.693 5.124 -4.559  0.40
H42 -1.461 5.572 -2.041  0.56
H43 -3.034 1.650 -2.672  0.35
O3 0.849 -0.761 -0.977  -0.64
C33 0.782 -1.037 -2.348  2.51
C34 1.133 0.095 -3.312  -0.38
C35 2.246 0.180 -4.103  -0.64
C36 2.252 1.315 -4.955  -1.11
C37 1.135 2.077 -4.802  -0.65
S1 0.085 1.422 -3.630  0.44
C38 1.856 -2.116 -2.503  -0.23
C39 2.899 -2.351 -1.661  -0.52
C40 3.730 -3.422 -2.099  -0.90
C41 3.292 -3.977 -3.260  -0.72
S2 1.866 -3.215 -3.827  -0.04
C42 -0.565 -1.695 -2.674  -0.92
C43 -1.136 -2.668 -1.906  -0.17
C44 -2.298 -3.230 -2.494  -0.74
C45 -2.590 -2.672 -3.702  -0.67
S3 -1.458 -1.466 -4.127  -0.10
H44 3.037 -0.557 -4.083  0.57
H45 3.048 1.549 -5.646  0.42
H46 0.878 2.996 -5.304  0.54
H47 3.044 -1.788 -0.750  0.43
H48 4.607 -3.762 -1.568  0.44
H49 3.723 -4.798 -3.810  0.47
H50 -0.709 -2.983 -0.963  0.50
H51 -2.891 -4.010 -2.036  0.41
H52 -3.417 -2.895 -4.356  0.47

## Properties
ΔE to the lowest compared entry with this formula, charge and spin	1.3656	eV
E	-180598.67534	eV
highest occupied orbital energy (alpha / beta)	-6.96 / -6.96	eV



[2]
A cluster of 2 separate species, HN2O3P in total at a distorted geometry, computed with wB97M-V/def2-TZVPD.

Each line ends with the Mulliken charge.
Cartesian coordinates (Å):
N1 0.537 0.866 0.475  0.21
N2 1.227 0.235 1.112  -0.13
O1 0.289 1.428 -2.145  -0.67
O2 -0.349 3.246 -0.483  -0.70
O3 2.063 2.536 -0.599  -0.69
P1 0.632 2.274 -1.006  0.97
H1 -4.400 -10.586 2.647  -1.00

## Properties
total charge	-2
ΔE to the lowest compared entry with this formula, charge and spin	1.2623	eV
E	-18428.03662	eV
highest occupied orbital energy	1.63	eV



[3]
A structure of composition C43H55MoN6OS at a distorted geometry, computed with wB97M-V/def2-TZVPD.

Each line ends with the Mulliken charge.
Cartesian coordinates (Å):
Mo1 -2.149 -0.115 0.947  -1.43
C1 2.338 -4.208 3.762  -1.37
C2 1.366 -5.192 3.159  0.63
C3 1.512 -6.554 3.361  -0.77
C4 0.603 -7.439 2.763  -0.53
C5 -0.465 -6.989 2.023  -0.89
C6 -0.611 -5.625 1.816  -0.49
C7 0.244 -4.690 2.439  0.49
N1 0.185 -3.310 2.230  0.31
C8 -0.895 -2.580 1.891  0.39
N2 -2.115 -3.146 2.097  -0.15
C9 -3.377 -2.781 1.586  -0.12
C10 -3.639 -1.500 1.115  1.57
C11 -4.887 -1.109 0.647  -0.30
C12 -5.898 -2.025 0.610  -0.57
C13 -5.793 -3.320 1.094  -1.05
C14 -4.555 -3.660 1.652  1.02
C15 -4.380 -5.118 2.120  -1.62
N3 -0.707 -1.283 1.494  0.86
C16 0.599 -0.747 1.437  -0.72
C17 1.066 -0.042 2.575  0.21
C18 2.467 0.272 2.707  -0.93
C19 3.375 -0.275 1.780  -0.88
C20 2.858 -0.908 0.675  -0.47
C21 1.501 -1.084 0.387  1.37
C22 1.056 -1.535 -0.958  -1.57
H1 3.195 -4.724 4.153  0.41
H2 1.984 -3.641 4.642  0.32
H3 2.670 -3.412 3.070  0.23
H4 2.341 -6.991 3.886  0.41
H5 0.681 -8.514 2.905  0.36
H6 -1.249 -7.623 1.575  0.37
H7 -1.431 -5.173 1.223  0.75
H8 1.083 -2.888 2.247  -0.56
H9 -2.096 -3.963 2.750  0.53
H10 -5.167 -0.027 0.443  0.19
H11 -6.808 -1.660 0.096  0.35
H12 -6.585 -4.046 1.227  0.45
H13 -4.611 -5.721 1.218  0.33
H14 -5.098 -5.294 2.918  0.46
H15 -3.348 -5.317 2.546  0.17
H16 0.436 -0.030 3.491  0.44
H17 2.732 0.764 3.669  0.39
H18 4.477 -0.164 1.940  0.43
H19 3.553 -1.321 -0.076  0.40
H20 1.395 -0.799 -1.744  0.34
H21 -0.018 -1.642 -1.148  0.05
H22 1.605 -2.433 -1.214  0.40
N4 -1.982 2.131 0.950  -0.40
C23 -2.481 2.719 2.282  -0.58
C24 -2.274 1.733 3.466  -0.44
N5 -2.813 0.406 3.082  -0.29
H23 -0.984 2.439 0.907  0.22
H24 -2.467 2.603 0.202  0.23
H25 -3.568 2.921 2.114  0.29
H26 -2.025 3.679 2.503  0.40
H27 -2.872 2.095 4.382  0.38
H28 -1.211 1.649 3.681  0.18
H29 -3.795 0.311 3.410  0.29
H30 -2.422 -0.369 3.590  0.17
S1 -2.058 0.072 -1.529  -0.40
C25 9.798 8.200 -0.877  -1.26
C26 8.511 7.396 -0.953  0.57
C27 7.508 7.647 -1.857  -0.69
C28 6.368 6.878 -2.003  1.04
C29 5.729 6.825 -3.361  -1.47
C30 5.933 6.024 -0.946  0.01
C31 4.637 5.373 -0.925  -0.61
O1 3.574 5.623 -1.503  -0.56
C32 6.871 5.919 0.186  0.98
C33 6.555 5.166 1.433  -1.69
C34 8.165 6.458 0.098  -0.69
H31 10.098 8.243 0.187  0.35
H32 9.514 9.188 -1.195  0.37
H33 10.546 7.787 -1.567  0.27
H34 7.588 8.396 -2.627  0.32
H35 4.793 6.274 -3.477  0.36
H36 6.434 6.379 -4.077  0.31
H37 5.549 7.868 -3.667  0.34
H38 4.529 4.650 -0.168  0.49
H39 5.464 5.397 1.705  0.36
H40 7.089 5.533 2.322  0.40
H41 6.547 4.124 1.303  0.38
H42 8.886 6.162 0.853  0.40
C35 -4.353 -3.625 -4.770  -0.98
N6 -3.825 -2.274 -5.023  0.24
C36 -2.851 -2.109 -6.175  -0.83
C37 -3.377 -1.662 -3.685  -1.05
C38 -4.130 -0.404 -3.342  0.87
C39 -5.543 -0.252 -3.715  -0.61
C40 -6.254 0.836 -3.303  -0.84
C41 -5.654 1.823 -2.470  -0.48
C42 -4.359 1.648 -1.970  -0.80
C43 -3.628 0.467 -2.342  0.76
H43 -4.952 -3.989 -5.603  0.36
H44 -4.994 -3.598 -3.870  0.40
H45 -3.507 -4.203 -4.481  0.41
H46 -4.608 -1.703 -5.315  0.39
H47 -1.912 -2.750 -5.942  0.30
H48 -2.524 -1.053 -6.151  0.36
H49 -3.344 -2.438 -7.088  0.38
H50 -2.277 -1.505 -3.775  0.40
H51 -3.615 -2.376 -2.885  0.25
H52 -6.080 -1.124 -4.061  0.28
H53 -7.277 0.942 -3.691  0.37
H54 -6.234 2.726 -2.226  0.39
H55 -3.879 2.304 -1.267  0.19

## Properties
total charge	+1
ΔE to the lowest compared entry with this formula, charge and spin	2.1627	eV
E	-69152.58735	eV
highest occupied orbital energy (alpha / beta)	-7.27 / -6.72	eV
2S+1	3